(1)
The following is a quantum chemistry calculation of a 2-piece molecular cluster, C3H6 overall in a non-equilibrium geometry, from the Open Molecules 2025 dataset.

```
9
C3H6, DFT ωB97M-V with the def2-TZVPD basis set
C 1.7601 -0.1275 0.4781
C 0.9384 -0.0823 -0.5925
C -1.6630 -0.0283 0.0768
H 2.8714 -0.2576 0.3477
H 1.4053 -0.1122 1.4179
H 0.8466 0.1413 -1.6050
H -1.7370 0.3500 1.0663
H -2.1688 -1.0015 -0.0774
H -1.4773 0.6740 -0.6588
```

Computed properties:
Relative energy (zero: lowest compared OMol25 entry of this formula, charge and spin) (kJ/mol): 448.4
Lowest unoccupied orbital energy (spin up / spin down) (eV): 0.502 / 0.639
E (eV): -3202.81190
HOMO energy (spin up / spin down) (eV): -8.450 / -8.632

Here are the Mulliken charges for atoms 1 to 8, given in e: -0.456 -0.390 -0.912 0.209 0.296 0.362 0.281 0.244

---

(2)
The following is a quantum chemistry calculation of C3H6 as an isolated structure in a non-equilibrium geometry, from the Open Molecules 2025 dataset.

```
9
C3H6, DFT ωB97M-V with the def2-TZVPD basis set
C -0.2106 1.1614 0.1358
C -0.6013 -0.1605 0.2764
C 0.4192 -1.0173 -0.2654
H -1.4307 -0.5050 0.8896
H 0.0007 1.5579 -0.8519
H -0.5575 1.9317 0.8251
H 1.0214 0.1421 -0.5876
H 0.1058 -1.8998 -0.8282
H 1.2530 -1.2105 0.4062
```

Computed properties:
Relative energy (zero: lowest compared OMol25 entry of this formula, charge and spin) (kJ/mol): 261.1
Lowest unoccupied orbital energy (eV): 1.116
E (eV): -3204.75256
HOMO energy (eV): -9.130

Here are the Mulliken charges for atoms 1 to 8, given in e: -0.916 0.144 -0.886 0.326 0.314 0.245 0.215 0.287

---

(3)
The following is a quantum chemistry calculation of a 27-piece molecular cluster, C3H62FO27P2 overall in a non-equilibrium geometry, from the Open Molecules 2025 dataset.

```
95
C3H62FO27P2, DFT ωB97M-V with the def2-TZVPD basis set
C 1.7042 -2.4079 0.0914
C 0.7448 -1.0961 0.3472
F 1.4993 0.0466 0.9115
P -0.8237 -1.4963 1.4165
P -2.0730 -2.7899 0.1087
C -3.4884 -1.6020 -0.4584
O -2.6896 -4.1603 0.9889
H 2.5072 -2.4710 0.9713
H 2.3301 -2.2780 -0.9079
H 1.0680 -3.4072 0.0661
H 0.3253 -0.7772 -0.7063
H -0.5142 -2.1337 2.6725
H -1.4719 -0.2027 1.6610
H -3.5944 -1.6646 -1.6339
H -4.5189 -1.8700 0.0297
H -3.1433 -0.4837 -0.2261
H -2.2433 -4.9623 0.5395
O 1.7899 0.7890 3.8982
H 1.4403 0.6427 3.0064
H 1.5129 1.6925 4.1127
O -0.1023 0.5122 -2.6415
H -0.2466 1.4443 -2.4192
H 0.5921 0.5376 -3.3169
O 0.5972 2.0149 -4.6202
H 0.9060 2.6206 -5.3108
H -0.3600 2.1630 -4.5901
O -5.6627 0.4809 0.1408
H -6.2786 0.1593 -0.5346
H -5.8155 -0.1070 0.8958
O 1.5375 -2.0505 5.8484
H 1.8463 -1.4448 5.1579
H 0.5803 -1.9024 5.8785
O 4.1187 -0.5637 -0.9235
H 3.3581 -0.6028 -0.3245
H 4.5872 0.2407 -0.6546
O 6.0776 -0.9655 1.5507
H 5.4616 -1.2871 0.8753
H 5.9248 -1.5533 2.3057
O 1.4955 -1.7643 -4.4606
H 2.4085 -1.5248 -4.2413
H 0.9600 -1.1799 -3.9032
O -2.8741 0.0796 3.2152
H -3.0632 0.9015 3.6923
H -3.5987 -0.5111 3.4703
O -0.2698 4.1111 -6.0445
H -0.6194 3.9648 -6.9363
H -0.5468 5.0146 -5.8300
O -2.2361 2.0306 -6.3528
H -1.7020 1.7025 -7.0917
H -1.9979 1.4488 -5.6154
O -0.3620 0.7602 6.4458
H -0.5063 1.6922 6.6680
H 0.3324 0.7855 5.7703
O -1.9741 3.1871 7.9412
H -2.1632 4.0091 8.4183
H -2.6987 2.5965 8.1963
O -4.4820 4.2151 -6.8683
H -4.1148 3.3232 -6.7749
H -5.4391 4.0704 -6.9134
O 4.2776 -2.6001 -5.2160
H 3.6616 -2.9217 -5.8914
H 4.1248 -3.1880 -4.4610
O 3.4259 -3.0433 3.1019
H 3.2368 -2.2214 3.5790
H 2.7013 -3.6339 3.3570
O -5.1951 0.9783 4.3596
H -5.8653 0.4039 4.7593
H -5.6755 1.4469 3.6606
O -5.3503 -4.9453 -0.7757
H -4.5820 -4.7438 -0.2207
H -5.9037 -5.5083 -0.2138
O -2.4620 3.0151 3.8378
H -2.6063 3.9471 4.0601
H -1.7676 3.0404 3.1624
O 0.8394 2.9688 -8.6409
H 0.6587 2.3675 -9.3790
H 1.5660 3.5230 -8.9631
O 3.5410 -5.4305 5.3785
H 3.2014 -4.5289 5.4824
H 4.4216 -5.3059 4.9937
O -5.5361 5.3661 -4.2696
H -5.0020 5.0380 -5.0085
H -5.2979 4.7843 -3.5322
O 4.8180 1.8770 4.1355
H 5.1852 0.9851 4.2288
H 3.8609 1.7323 4.0903
O 2.9187 -8.1492 4.4308
H 2.1581 -8.1883 5.0298
H 3.3872 -7.3448 4.6998
O 3.6396 3.1588 -8.8380
H 4.0064 2.7341 -8.0481
H 4.4180 3.5023 -9.3017
O 3.9180 4.6479 3.1242
H 4.2852 3.7561 3.2176
H 2.9609 4.5033 3.0791
```

Computed properties:
Total charge: +1
Lowest unoccupied orbital energy (eV): -3.877
E (eV): -80686.06487
HOMO energy (eV): -12.506

Here are the Mulliken charges for atoms 1 to 8, given in e: -1.179 0.782 -0.308 0.045 0.250 -0.822 -0.564 0.418